{
  "formula": "C6H14N3",
  "method": "ωB97M-V/def2-TZVPD",
  "species": ["C", "C", "C", "C", "C", "C", "N", "N", "N", "H", "H", "H", "H", "H", "H", "H", "H", "H", "H", "H", "H", "H", "H"],
  "positions_angstrom": [[-1.025, -2.162, 0.326], [-0.190, -1.080, -0.304], [-2.707, 0.460, 0.342], [1.556, 0.669, -1.486], [2.245, 1.045, 0.890], [1.041, 0.959, -0.049], [-2.398, 0.364, -0.833], [0.223, -0.095, 0.339], [-2.541, 0.420, 1.541], [-1.704, -2.136, -0.425], [-0.611, -3.182, 0.286], [0.036, -1.237, -1.287], [2.013, 1.397, -2.065], [2.013, -0.257, -1.624], [0.538, 0.488, -1.967], [2.972, 1.729, 0.403], [2.845, 0.121, 0.896], [2.133, 1.576, 1.877], [0.476, 1.878, -0.135], [-1.435, -1.985, 1.229], [-2.409, 1.038, -1.542], [-3.087, 0.141, 2.287], [0.016, -0.151, 1.302]],
  "forces_ev_per_angstrom": [[3.47, -0.38, -2.04], [-0.96, -2.67, 2.46], [1.22, 0.07, -0.03], [-4.79, -0.63, 0.44], [1.30, 1.78, 0.15], [3.65, 1.44, -1.87], [-0.47, -1.12, 0.81], [-0.34, -0.68, 1.14], [1.03, 0.60, -1.44], [-3.17, -0.62, -1.94], [0.37, 0.55, -0.07], [0.59, -0.02, -2.43], [1.00, 1.72, -0.37], [1.30, -1.50, 0.26], [1.30, 0.50, -0.38], [-0.49, -0.15, 0.02], [-0.69, 0.03, 0.51], [-0.36, -1.20, -0.69], [-0.22, 0.31, 0.50], [-1.14, 0.88, 2.99], [-0.51, 1.16, -0.92], [-1.62, -0.46, 1.41], [-0.45, 0.39, 1.49]],
  "lowdin_charge": [0.0210, -0.0684, -0.3329, -0.0154, -0.0363, -0.3768, 0.1785, 0.0843, 0.2031, 0.0558, 0.1272, 0.1136, 0.0752, 0.0727, 0.0970, 0.0950, 0.0996, 0.1059, 0.1583, 0.0475, 0.0748, 0.0629, 0.1574],
  "homo_lumo_gap_ev": 10.78,
  "total_charge": 1,
  "de_lowest_ev": 2.335,
  "spin_multiplicity": 1,
  "lumo_ev": -3.6
}

=====

{
  "formula": "C6H14N3O6P2S5SbY",
  "method": "ωB97M-V/def2-TZVPD",
  "species": ["Y", "S", "Sb", "S", "S", "S", "N", "C", "C", "P", "O", "O", "O", "P", "O", "O", "O", "H", "H", "H", "H", "H", "H", "H", "H", "C", "N", "C", "C", "N", "C", "S", "H", "H", "H", "H", "H", "H"],
  "positions_angstrom": [[0.123, -0.543, 0.119], [-1.186, -2.401, -1.362], [-0.412, -3.575, 0.545], [1.802, -2.745, 0.521], [-1.330, -2.074, 2.127], [-0.741, -5.791, 0.737], [-1.207, 0.819, 3.441], [-0.723, 2.058, 2.727], [-0.884, 3.261, 3.641], [0.965, 1.755, 2.066], [1.891, 2.474, 3.168], [1.118, 0.254, 2.100], [1.103, 2.382, 0.717], [-1.883, 2.154, 1.263], [-1.419, 3.498, 0.544], [-3.237, 2.247, 1.844], [-1.496, 0.956, 0.411], [-0.823, 0.741, 4.382], [-0.953, -0.067, 2.934], [-2.233, 0.864, 3.480], [-0.296, 3.149, 4.555], [-1.938, 3.405, 3.886], [-0.532, 4.153, 3.126], [2.792, 2.599, 2.845], [-0.494, 3.357, 0.249], [0.005, -0.478, -4.812], [0.794, -1.495, -4.147], [0.852, -2.835, -4.490], [1.561, -3.456, -3.527], [1.953, -2.492, -2.629], [1.437, -1.305, -2.981], [1.590, 0.188, -2.151], [-0.289, -0.852, -5.789], [0.593, 0.430, -4.922], [-0.881, -0.255, -4.219], [0.364, -3.216, -5.368], [1.795, -4.495, -3.387], [2.220, -2.671, -1.644]],
  "forces_ev_per_angstrom": [[-0.08, -0.05, 0.23], [-0.09, -0.10, -0.14], [-0.16, -0.15, 0.10], [0.19, -0.06, 0.07], [0.06, -0.09, -0.07], [0.00, 0.08, -0.04], [-0.03, 0.00, 0.01], [-0.01, -0.01, -0.04], [-0.01, -0.01, -0.03], [-0.05, 0.03, -0.04], [0.02, -0.06, 0.04], [-0.02, 0.13, -0.21], [0.05, 0.10, 0.06], [0.04, -0.04, -0.01], [-0.01, -0.06, -0.01], [-0.01, 0.00, 0.00], [0.08, 0.19, 0.08], [0.00, 0.01, 0.00], [0.00, 0.01, 0.01], [0.01, -0.01, 0.02], [0.00, -0.01, 0.00], [0.01, 0.01, 0.00], [-0.01, 0.01, 0.00], [-0.01, 0.00, -0.02], [0.01, 0.02, 0.00], [-0.01, 0.00, 0.01], [-0.02, 0.00, -0.01], [-0.02, 0.01, 0.00], [0.02, -0.01, 0.01], [-0.06, 0.01, 0.06], [0.10, -0.02, 0.01], [0.01, 0.11, -0.05], [0.00, 0.00, 0.00], [0.00, 0.00, 0.00], [0.00, 0.00, 0.00], [0.00, 0.00, 0.00], [0.01, 0.00, 0.00], [-0.02, -0.02, -0.03]],
  "lowdin_charge": [0.7205, -0.1134, -0.1434, -0.0945, -0.1086, -0.2503, 0.1413, -0.5043, -0.0816, 0.2983, -0.1253, -0.4262, -0.3306, 0.3031, -0.1310, -0.2821, -0.4372, 0.1618, -0.0422, 0.1445, 0.0777, 0.0836, 0.0898, 0.0852, 0.0510, -0.0373, -0.1319, -0.0652, -0.0826, 0.0302, -0.8366, 0.5555, 0.0878, 0.0757, 0.0937, 0.1166, 0.1221, -0.0145],
  "homo_lumo_gap_ev": 7.15,
  "total_charge": -1,
  "de_lowest_ev": 0.364,
  "spin_multiplicity": 1,
  "lumo_ev": 2.3
}

=====

{
  "formula": "C6H14N3PS2",
  "method": "ωB97M-V/def2-TZVPD",
  "species": ["C", "C", "N", "C", "C", "P", "N", "N", "C", "S", "C", "S", "H", "H", "H", "H", "H", "H", "H", "H", "H", "H", "H", "H", "H", "H"],
  "positions_angstrom": [[-3.510, 1.219, 0.791], [-2.492, 1.045, -0.355], [-1.077, 0.983, 0.227], [-0.835, -0.305, 0.845], [-0.280, -1.397, -0.034], [-0.060, 2.098, -0.246], [1.049, 1.941, 0.908], [2.117, 1.332, 0.937], [2.629, 0.605, -0.139], [3.150, -1.064, 0.530], [3.117, -1.955, -1.074], [1.739, 0.897, -1.651], [-2.921, 1.480, 1.643], [-4.214, 2.010, 0.486], [-4.059, 0.321, 0.976], [-2.512, 0.147, -1.017], [-2.424, 1.906, -1.068], [-1.759, -0.607, 1.267], [-0.218, -0.039, 1.745], [-0.992, -1.817, -0.674], [0.567, -1.170, -0.599], [0.061, -2.094, 0.602], [3.586, 1.119, -0.233], [4.109, -2.399, -1.168], [2.843, -1.460, -1.938], [2.387, -2.796, -0.760]],
  "forces_ev_per_angstrom": [[0.14, 0.35, -1.97], [2.18, 0.41, -0.74], [-3.32, -1.23, -0.70], [1.57, 1.29, 1.24], [-0.77, 2.05, -0.17], [0.85, 0.50, -3.62], [2.51, -0.46, 2.31], [-0.88, 0.95, 3.02], [0.91, 0.32, -1.51], [-0.60, 0.92, -1.01], [-0.06, -3.37, 3.64], [-1.04, 0.32, 0.04], [-0.06, 0.41, 0.73], [0.21, -0.25, 0.51], [-0.39, -0.58, 0.21], [-0.74, 0.47, 0.69], [-0.61, -0.51, 0.67], [-1.01, -0.46, 0.39], [-0.03, -0.87, -0.82], [-1.32, -0.60, -0.98], [1.05, 0.96, -0.91], [0.96, -2.99, 2.35], [0.24, -0.05, -0.34], [-0.11, -0.02, -0.26], [-0.79, 1.31, -1.41], [1.09, 1.10, -1.37]],
  "lowdin_charge": [-0.0708, -0.2428, -0.4266, -0.2487, -0.0845, 0.8217, -0.2570, -0.1153, -1.0739, 0.7875, -0.4103, 0.5067, 0.0682, 0.0809, 0.0601, 0.1201, 0.0833, 0.0948, 0.1282, 0.0696, -0.0220, 0.0376, 0.0570, 0.0218, -0.0370, 0.0516],
  "homo_lumo_gap_ev": 8.23,
  "total_charge": 0,
  "smiles": "CCN(CC)P1N=N[C@@H](SC)S1",
  "de_lowest_ev": 2.010,
  "spin_multiplicity": 1,
  "lumo_ev": 0.0
}

=====

{
  "formula": "C6H14N4",
  "method": "ωB97M-V/def2-TZVPD",
  "species": ["C", "N", "C", "N", "N", "C", "C", "N", "C", "C", "H", "H", "H", "H", "H", "H", "H", "H", "H", "H", "H", "H", "H", "H"],
  "positions_angstrom": [[0.152, -0.675, -2.383], [-0.304, 0.579, -1.727], [-0.300, 1.786, -2.251], [-0.916, 2.827, -1.626], [-0.884, 0.412, -0.461], [-0.338, -0.220, 0.628], [-0.776, -0.069, 1.918], [-0.001, -0.728, 2.914], [1.235, -1.431, 2.150], [0.921, -1.258, 0.709], [-0.527, -0.948, -3.237], [1.075, -0.640, -2.986], [0.131, -1.478, -1.564], [0.002, 1.983, -3.247], [-0.864, 3.688, -2.152], [-1.171, 2.899, -0.682], [-1.663, 1.007, -0.420], [-1.700, 0.473, 2.255], [0.565, -0.292, 3.627], [-0.494, -1.520, 3.428], [1.417, -2.479, 2.466], [2.122, -0.813, 2.428], [0.591, -2.166, 0.216], [1.724, -0.936, -0.007]],
  "forces_ev_per_angstrom": [[-0.83, -1.49, -0.82], [1.37, -0.61, 0.05], [-2.20, 0.65, 2.58], [1.76, -0.89, -2.84], [0.80, -0.46, -1.13], [1.79, -0.86, 3.08], [-1.53, 1.75, -1.68], [1.70, -4.59, 0.29], [0.55, 0.99, 0.68], [-1.48, 1.40, -3.29], [-0.16, 0.13, 1.29], [0.26, 0.55, 1.21], [0.20, 1.25, -1.86], [0.52, -0.31, -0.82], [-0.17, 0.20, 0.25], [-0.20, -0.05, 1.29], [-1.38, 0.30, 0.85], [1.23, -0.57, -0.33], [-0.72, 1.52, 0.43], [0.25, 1.24, -0.75], [-0.52, 0.76, -0.03], [-0.70, -0.56, -0.09], [-0.28, -0.41, 0.34], [-0.23, 0.07, 1.30]],
  "lowdin_charge": [0.0355, -0.0913, -0.0177, 0.2025, 0.0927, -0.1295, -0.0389, 0.0751, -0.0397, -0.0933, 0.1247, 0.1165, 0.1013, 0.1683, 0.1430, 0.1061, 0.1385, 0.1577, 0.1732, 0.2169, 0.1557, 0.1516, 0.1096, 0.1414],
  "homo_lumo_gap_ev": 9.70,
  "total_charge": 2,
  "smiles": "CN(C=[NH2+])NC1=C[NH2+]CC1",
  "de_lowest_ev": 3.224,
  "spin_multiplicity": 1,
  "lumo_ev": -6.9
}

=====

{
  "formula": "C6H14N4O2",
  "method": "ωB97M-V/def2-TZVPD",
  "species": ["H", "N", "C", "N", "N", "C", "C", "C", "C", "N", "C", "O", "O", "H", "H", "H", "H", "H", "H", "H", "H", "H", "H", "H", "H", "H"],
  "positions_angstrom": [[2.657, 2.382, 3.946], [2.707, 2.098, 2.950], [1.923, 1.182, 2.587], [1.153, 0.372, 3.432], [1.912, 0.768, 1.228], [0.725, 0.915, 0.428], [0.847, 0.188, -0.910], [-0.400, 0.093, -1.729], [-1.448, -0.944, -1.228], [-1.054, -2.285, -1.682], [-2.791, -0.596, -1.777], [-3.148, 0.540, -1.951], [-3.680, -1.583, -2.016], [0.694, -0.418, 3.136], [0.747, 0.776, 4.229], [2.674, 1.451, 0.854], [-0.085, 0.455, 0.981], [0.514, 1.968, 0.224], [1.260, -0.858, -0.769], [1.658, 0.643, -1.478], [-0.856, 1.067, -1.903], [-0.164, -0.103, -2.722], [-1.555, -0.927, -0.109], [-0.853, -2.154, -2.726], [-0.231, -2.600, -1.135], [-3.206, -2.429, -1.859]],
  "forces_ev_per_angstrom": [[0.13, -0.81, -0.82], [0.01, 1.48, 0.58], [-0.99, -1.69, 0.23], [1.37, 1.92, -0.20], [3.19, 2.12, -0.14], [-0.51, -0.50, -0.32], [1.50, -1.36, 0.40], [-1.41, 1.20, 1.44], [1.45, 0.14, 0.05], [0.10, 0.09, -0.84], [-1.84, 0.92, -0.20], [0.26, 0.00, 0.01], [1.03, -0.75, 0.25], [-0.97, -1.80, -1.24], [-0.24, 0.64, 1.03], [-1.55, -1.85, 0.44], [-0.47, 0.21, 0.18], [-0.35, 0.05, 0.12], [-0.46, 0.92, 0.30], [-0.09, 0.31, -0.20], [-0.28, 0.26, 0.80], [0.61, -1.15, -1.92], [0.18, -0.06, -0.93], [0.19, -0.78, 2.14], [-0.64, 0.21, -1.05], [-0.21, 0.29, -0.09]],
  "lowdin_charge": [0.0577, 0.1043, -0.5696, 0.1400, -0.0085, -0.2323, -0.2028, -0.1736, -0.3021, 0.0283, -0.5132, 0.1115, 0.1073, 0.0497, 0.0729, 0.1578, 0.1027, 0.1291, 0.1236, 0.1126, 0.1184, 0.0934, 0.1688, 0.1295, 0.0901, 0.1044],
  "homo_lumo_gap_ev": 9.61,
  "total_charge": 0,
  "smiles": "[H]/N=C(\\N)NCCC[C@H](N)C(=O)O",
  "de_lowest_ev": 1.277,
  "spin_multiplicity": 1,
  "lumo_ev": 0.5
}

=====

{
  "formula": "C6H14N4O4",
  "method": "ωB97M-V/def2-TZVPD",
  "species": ["C", "C", "C", "C", "N", "O", "N", "O", "C", "H", "H", "H", "H", "H", "H", "H", "H", "H", "H", "C", "O", "N", "N", "O", "H", "H", "H", "H"],
  "positions_angstrom": [[0.070, 0.025, 2.515], [-0.678, -0.283, 1.385], [-0.428, -1.608, 0.684], [0.690, -2.567, 1.113], [-1.655, 0.599, 0.752], [-1.847, 1.731, 1.222], [-2.201, 0.089, -0.229], [-3.032, 0.877, -1.023], [-3.682, 0.147, -1.947], [-0.135, 0.975, 3.081], [0.895, -0.585, 2.823], [-0.445, -1.432, -0.443], [-1.466, -2.153, 0.908], [0.331, -3.062, 1.998], [1.695, -2.078, 1.270], [0.865, -3.304, 0.353], [-4.434, 0.795, -2.355], [-4.114, -0.846, -1.543], [-3.069, -0.263, -2.748], [3.944, 0.943, -1.632], [3.005, 1.787, -1.016], [1.749, 1.231, -0.984], [0.805, 1.517, -0.321], [0.731, 2.602, 0.500], [3.655, -0.034, -1.229], [4.949, 1.121, -1.095], [3.970, 1.078, -2.738], [-0.169, 2.697, 0.701]],
  "forces_ev_per_angstrom": [[-3.01, 1.88, -2.11], [3.47, -1.24, 2.35], [-2.83, -0.57, -1.40], [0.55, 1.59, 0.26], [-0.05, 0.70, 1.12], [0.04, 1.09, 0.16], [-0.99, -1.90, -2.73], [2.24, 2.00, 3.86], [-1.29, -3.99, -1.10], [0.29, -1.10, -0.73], [-0.04, -0.42, 0.03], [0.20, -0.25, 1.52], [2.04, 0.71, -0.81], [0.43, -0.31, 0.59], [-1.12, -0.31, 0.08], [-0.19, -0.38, -0.43], [-0.48, 0.11, -0.16], [0.08, 1.75, -0.13], [0.55, 0.53, -0.27], [0.94, -0.80, 1.23], [-0.72, 3.10, 1.59], [1.97, -3.07, -2.25], [-2.45, 0.92, 0.67], [4.05, 0.81, -0.44], [0.27, -0.44, -1.13], [-1.46, 0.25, -1.23], [0.09, -0.36, 0.89], [-2.57, -0.29, 0.57]],
  "lowdin_charge": [0.1174, -0.2486, -0.2351, -0.1128, -0.2832, -0.0191, 0.1057, -0.0932, -0.1448, 0.0884, 0.0521, 0.1157, 0.1498, 0.0659, 0.0893, 0.0595, 0.0872, 0.1145, 0.0798, -0.1016, -0.1578, -0.0191, -0.0401, 0.0266, 0.0706, 0.1119, 0.0932, 0.0276],
  "homo_lumo_gap_ev": [9.46, 9.46],
  "total_charge": 0,
  "smiles": "C=C(CC)/[N+]([O-])=N/OC.CO/N=N\\O",
  "spin_multiplicity": 1,
  "lumo_ev": [0.1, 0.1]
}

=====

Please write out number 4 again, unchanged.
{
  "formula": "C6H14N4",
  "method": "ωB97M-V/def2-TZVPD",
  "species": ["C", "N", "C", "N", "N", "C", "C", "N", "C", "C", "H", "H", "H", "H", "H", "H", "H", "H", "H", "H", "H", "H", "H", "H"],
  "positions_angstrom": [[0.152, -0.675, -2.383], [-0.304, 0.579, -1.727], [-0.300, 1.786, -2.251], [-0.916, 2.827, -1.626], [-0.884, 0.412, -0.461], [-0.338, -0.220, 0.628], [-0.776, -0.069, 1.918], [-0.001, -0.728, 2.914], [1.235, -1.431, 2.150], [0.921, -1.258, 0.709], [-0.527, -0.948, -3.237], [1.075, -0.640, -2.986], [0.131, -1.478, -1.564], [0.002, 1.983, -3.247], [-0.864, 3.688, -2.152], [-1.171, 2.899, -0.682], [-1.663, 1.007, -0.420], [-1.700, 0.473, 2.255], [0.565, -0.292, 3.627], [-0.494, -1.520, 3.428], [1.417, -2.479, 2.466], [2.122, -0.813, 2.428], [0.591, -2.166, 0.216], [1.724, -0.936, -0.007]],
  "forces_ev_per_angstrom": [[-0.83, -1.49, -0.82], [1.37, -0.61, 0.05], [-2.20, 0.65, 2.58], [1.76, -0.89, -2.84], [0.80, -0.46, -1.13], [1.79, -0.86, 3.08], [-1.53, 1.75, -1.68], [1.70, -4.59, 0.29], [0.55, 0.99, 0.68], [-1.48, 1.40, -3.29], [-0.16, 0.13, 1.29], [0.26, 0.55, 1.21], [0.20, 1.25, -1.86], [0.52, -0.31, -0.82], [-0.17, 0.20, 0.25], [-0.20, -0.05, 1.29], [-1.38, 0.30, 0.85], [1.23, -0.57, -0.33], [-0.72, 1.52, 0.43], [0.25, 1.24, -0.75], [-0.52, 0.76, -0.03], [-0.70, -0.56, -0.09], [-0.28, -0.41, 0.34], [-0.23, 0.07, 1.30]],
  "lowdin_charge": [0.0355, -0.0913, -0.0177, 0.2025, 0.0927, -0.1295, -0.0389, 0.0751, -0.0397, -0.0933, 0.1247, 0.1165, 0.1013, 0.1683, 0.1430, 0.1061, 0.1385, 0.1577, 0.1732, 0.2169, 0.1557, 0.1516, 0.1096, 0.1414],
  "homo_lumo_gap_ev": 9.70,
  "total_charge": 2,
  "smiles": "CN(C=[NH2+])NC1=C[NH2+]CC1",
  "de_lowest_ev": 3.224,
  "spin_multiplicity": 1,
  "lumo_ev": -6.9
}

=====

Repeat the first record exactly.
{
  "formula": "C6H14N3",
  "method": "ωB97M-V/def2-TZVPD",
  "species": ["C", "C", "C", "C", "C", "C", "N", "N", "N", "H", "H", "H", "H", "H", "H", "H", "H", "H", "H", "H", "H", "H", "H"],
  "positions_angstrom": [[-1.025, -2.162, 0.326], [-0.190, -1.080, -0.304], [-2.707, 0.460, 0.342], [1.556, 0.669, -1.486], [2.245, 1.045, 0.890], [1.041, 0.959, -0.049], [-2.398, 0.364, -0.833], [0.223, -0.095, 0.339], [-2.541, 0.420, 1.541], [-1.704, -2.136, -0.425], [-0.611, -3.182, 0.286], [0.036, -1.237, -1.287], [2.013, 1.397, -2.065], [2.013, -0.257, -1.624], [0.538, 0.488, -1.967], [2.972, 1.729, 0.403], [2.845, 0.121, 0.896], [2.133, 1.576, 1.877], [0.476, 1.878, -0.135], [-1.435, -1.985, 1.229], [-2.409, 1.038, -1.542], [-3.087, 0.141, 2.287], [0.016, -0.151, 1.302]],
  "forces_ev_per_angstrom": [[3.47, -0.38, -2.04], [-0.96, -2.67, 2.46], [1.22, 0.07, -0.03], [-4.79, -0.63, 0.44], [1.30, 1.78, 0.15], [3.65, 1.44, -1.87], [-0.47, -1.12, 0.81], [-0.34, -0.68, 1.14], [1.03, 0.60, -1.44], [-3.17, -0.62, -1.94], [0.37, 0.55, -0.07], [0.59, -0.02, -2.43], [1.00, 1.72, -0.37], [1.30, -1.50, 0.26], [1.30, 0.50, -0.38], [-0.49, -0.15, 0.02], [-0.69, 0.03, 0.51], [-0.36, -1.20, -0.69], [-0.22, 0.31, 0.50], [-1.14, 0.88, 2.99], [-0.51, 1.16, -0.92], [-1.62, -0.46, 1.41], [-0.45, 0.39, 1.49]],
  "lowdin_charge": [0.0210, -0.0684, -0.3329, -0.0154, -0.0363, -0.3768, 0.1785, 0.0843, 0.2031, 0.0558, 0.1272, 0.1136, 0.0752, 0.0727, 0.0970, 0.0950, 0.0996, 0.1059, 0.1583, 0.0475, 0.0748, 0.0629, 0.1574],
  "homo_lumo_gap_ev": 10.78,
  "total_charge": 1,
  "de_lowest_ev": 2.335,
  "spin_multiplicity": 1,
  "lumo_ev": -3.6
}